C32H57BaF16NO19S5 | ωB97M-V with the def2-TZVPD basis set

The geometry in XYZ format:
```
131
Properties=species:S:1:pos:R:3:forces:R:3
Ba 4.122 1.800 -0.080 -2.9 -1.0 -0.2
O 1.559 2.458 -0.895 1.2 -0.8 0.4
C 0.745 1.323 -0.670 0.6 0.3 -0.2
C 1.352 -0.098 -0.923 0.5 -1.0 0.0
O 2.553 -0.535 -0.283 0.3 2.2 0.5
H -0.164 1.425 -1.290 0.0 -0.4 -0.3
H 0.332 1.328 0.356 0.3 -0.1 0.2
H 1.506 -0.326 -1.991 -0.3 0.7 -0.3
H 0.548 -0.804 -0.650 -0.1 0.2 0.2
O 3.587 -6.420 -0.346 -1.0 0.7 0.1
S 2.716 -5.295 -0.563 -0.2 0.7 0.5
O 2.786 -4.588 -1.817 -0.2 -0.3 0.3
O 1.189 -5.766 -0.280 1.2 -0.4 -0.2
C 0.189 -4.757 -0.420 -0.6 0.9 0.1
C -1.177 -5.413 -0.453 -0.1 -0.4 -1.1
C 2.838 -4.060 0.754 1.4 -0.8 -0.6
H 0.467 -4.096 -1.248 -0.5 -0.5 -0.5
H 0.175 -4.055 0.420 0.3 -0.4 0.4
H -1.950 -4.661 -0.609 0.0 0.1 0.7
H -1.333 -6.053 0.414 -0.1 0.4 0.3
H -1.373 -6.071 -1.306 0.7 0.0 -0.1
H 2.211 -3.208 0.504 -0.2 -0.1 0.2
H 3.873 -3.711 0.735 0.0 0.0 -0.3
H 2.744 -4.572 1.708 -0.7 0.2 0.0
O -4.690 1.817 2.124 0.9 0.4 -0.6
S -3.760 2.659 1.395 -0.8 0.6 1.0
O -4.325 3.751 0.640 0.7 -0.8 0.1
O -2.694 3.312 2.459 -0.6 -0.9 -1.1
C -3.233 4.098 3.501 -0.9 1.1 1.9
C -3.820 3.303 4.683 0.8 0.4 -0.5
C -2.631 1.644 0.471 0.0 0.5 0.3
H -3.991 4.831 3.207 0.0 -0.3 -0.8
H -2.431 4.738 3.876 0.3 -0.3 -0.2
H -3.046 2.609 5.012 -0.4 -0.5 0.0
H -4.762 2.858 4.383 0.1 -0.4 0.2
H -3.979 3.984 5.521 -0.1 0.1 -0.1
H -1.675 2.143 0.323 -0.2 0.2 -0.1
H -3.125 1.476 -0.484 0.0 -0.2 0.0
H -2.460 0.743 1.053 -0.2 -0.1 -0.2
O 3.320 -0.043 4.499 1.1 0.4 -0.9
S 4.377 -0.096 3.523 -0.5 -1.0 1.0
O 4.465 0.920 2.483 0.4 -0.4 0.5
O 5.772 -0.175 4.353 -1.4 0.5 -0.5
C 6.981 0.245 3.720 0.7 0.3 -0.4
C 8.003 0.551 4.766 1.2 -0.3 1.2
C 4.376 -1.709 2.789 0.8 -0.1 0.1
H 6.825 1.142 3.116 -0.3 -0.1 0.0
H 7.371 -0.550 3.075 -0.3 0.0 -0.1
H 7.658 1.132 5.622 -0.4 0.3 -0.4
H 8.876 1.055 4.346 -0.3 0.2 -0.2
H 8.444 -0.337 5.229 -0.3 -0.2 -0.2
H 3.778 -1.726 1.880 -0.1 0.2 0.0
H 4.088 -2.452 3.532 -0.5 0.2 0.1
H 5.426 -1.945 2.599 0.0 0.1 -0.5
O -0.286 -3.107 5.012 0.7 -0.4 -0.8
S 0.463 -3.380 3.807 -1.1 0.7 -0.5
O 1.751 -4.008 3.827 -0.4 0.0 0.2
O -0.455 -4.270 2.799 1.3 0.5 0.1
C -1.872 -4.256 2.920 -1.3 0.2 1.9
C -2.244 -5.447 3.808 -0.3 -0.5 -1.0
C 0.565 -1.867 2.867 -0.1 0.4 0.3
H -2.375 -4.222 1.956 0.6 -0.5 -0.3
H -2.247 -3.347 3.404 0.5 0.1 0.1
H -1.961 -6.342 3.246 0.1 -0.1 0.3
H -3.314 -5.558 3.991 0.0 0.4 0.0
H -1.726 -5.438 4.762 0.1 0.2 -0.1
H 0.941 -1.069 3.508 0.1 -0.2 0.3
H -0.441 -1.585 2.555 0.0 -0.2 -0.1
H 1.232 -1.935 2.011 -0.1 -0.3 -0.1
O 3.141 5.750 2.997 0.1 -0.6 -0.3
S 2.506 4.742 2.211 -2.5 0.7 -0.1
O 3.206 3.525 1.859 0.3 0.3 -0.2
O 1.157 4.368 3.009 1.4 0.6 -0.2
C 0.311 3.289 2.557 -0.2 -0.3 -0.5
C 0.808 1.957 3.081 -0.3 -0.4 0.1
C 1.810 5.516 0.713 0.1 -0.3 0.6
H 0.206 3.361 1.469 0.4 -0.4 0.0
H -0.691 3.542 2.901 0.5 -0.1 0.4
H 1.813 1.690 2.761 0.0 0.3 -0.1
H 0.175 1.127 2.758 -0.2 0.2 -0.1
H 0.785 1.944 4.171 0.1 0.1 0.0
H 1.372 6.473 0.988 0.5 0.1 0.2
H 0.986 4.955 0.276 0.4 -0.6 0.1
H 2.631 5.599 0.006 -0.1 0.2 -0.1
N -2.352 -1.799 0.600 0.5 0.1 0.4
C -3.658 -1.807 0.885 0.4 -0.4 -0.6
C -4.608 -2.054 -0.092 0.1 0.4 0.4
C -4.178 -2.346 -1.375 -0.6 -0.1 0.1
C -2.824 -2.344 -1.683 -1.2 0.1 0.2
C -1.953 -2.027 -0.646 -0.2 -0.5 -0.9
H -3.936 -1.689 1.925 0.0 0.3 0.0
H -5.656 -1.960 0.159 0.0 -0.3 -0.1
H -4.960 -2.608 -2.078 0.3 0.1 -0.4
H -2.550 -2.595 -2.696 0.5 0.1 0.1
H -0.903 -2.065 -0.915 0.1 0.3 0.6
C -0.470 -2.866 -6.241 0.3 -1.0 0.6
C -0.203 -2.749 -4.727 0.4 0.9 -2.3
C 1.315 -2.819 -4.517 0.8 -0.5 2.6
F 1.862 -3.992 -4.934 -0.5 0.2 -0.9
F 1.986 -1.785 -5.060 -0.4 -0.1 -0.5
F -0.669 -1.547 -4.298 0.2 -0.2 0.4
F -0.781 -3.710 -3.988 -0.1 -0.2 0.0
O -1.865 -2.903 -6.491 -0.1 0.0 -0.2
C -2.180 -2.717 -7.811 -0.8 0.4 1.4
C -3.699 -2.913 -7.956 -0.5 -1.0 0.2
F -4.403 -2.171 -7.078 0.3 0.4 -0.1
F -4.112 -2.619 -9.205 0.3 0.2 -0.1
F -1.835 -1.479 -8.198 0.3 0.2 -0.5
F -1.547 -3.617 -8.566 0.3 -0.1 -0.7
H 0.014 -3.803 -6.533 -0.2 0.0 -0.2
H 0.023 -2.068 -6.795 0.0 0.3 0.3
H 1.514 -2.850 -3.437 -0.1 0.5 0.0
H -3.937 -3.961 -7.751 0.1 0.0 -0.1
C -0.682 4.982 -2.582 0.0 0.9 -1.4
C -1.350 3.956 -3.490 0.0 -0.3 0.0
C -0.251 3.016 -4.040 0.1 -0.3 -0.4
F -0.786 2.080 -4.864 -0.1 0.1 0.5
F 0.666 3.682 -4.808 -0.3 0.4 0.4
F -2.228 3.200 -2.764 0.3 -0.1 0.0
F -2.086 4.471 -4.507 0.5 0.3 0.3
O -1.659 5.924 -2.164 0.0 0.0 0.5
C -1.244 6.963 -1.339 -0.8 -1.8 -2.0
C -2.234 8.081 -1.689 0.1 0.0 1.3
F -1.936 9.216 -1.011 0.2 0.0 0.1
F -2.177 8.359 -2.990 -0.1 -0.1 -0.3
F -1.368 6.518 -0.082 0.4 0.7 0.8
F 0.030 7.281 -1.595 0.4 0.4 0.5
H 0.006 5.537 -3.225 0.3 -0.3 0.0
H -0.102 4.470 -1.811 -0.3 -0.1 0.3
H 0.286 2.577 -3.196 0.0 -0.3 0.0
H -3.204 7.718 -1.341 -0.3 0.2 -0.5
```
Forces are in eV/Å.

Results
E_HOMO (Ha): -0.2825